# 1
{
  "formula": "C21H33BrN2SeSiV",
  "method": "ωB97M-V/def2-TZVPD",
  "e_homo_ha": [-0.56403, -0.56459],
  "multiplicity": 2,
  "total_charge": 2,
  "species": ["Br", "Se", "V", "Si", "N", "N", "C", "C", "C", "C", "C", "C", "C", "C", "C", "C", "C", "C", "C", "C", "C", "C", "C", "C", "C", "C", "C", "H", "H", "H", "H", "H", "H", "H", "H", "H", "H", "H", "H", "H", "H", "H", "H", "H", "H", "H", "H", "H", "H", "H", "H", "H", "H", "H", "H", "H", "H", "H", "H", "H"],
  "positions_angstrom": [[-1.12712, -0.00263, 2.80331], [-1.72962, -0.15398, -0.91886], [-0.38063, 0.42239, 0.67845], [-4.65215, -0.43446, -0.30118], [1.55988, 0.39713, 0.14872], [-0.04875, 2.40192, 0.43756], [-4.72323, -0.00100, 1.47175], [1.78445, 6.72866, -1.30742], [2.31609, -0.70756, 0.05865], [2.16948, 1.60908, 0.11906], [2.04844, 6.86656, 1.19205], [-0.11721, 7.49732, 0.11577], [6.18394, 1.44819, -1.42670], [1.23726, 2.75497, 0.21074], [6.34558, 1.54699, 1.08323], [-0.97100, 3.36466, 0.56141], [3.68830, -0.65340, -0.04769], [3.53598, 1.72196, 0.06240], [1.60206, 4.07231, 0.06808], [-5.00214, 0.84037, -1.56888], [-4.52926, -2.19124, -0.79781], [5.85092, 0.71802, -0.11314], [0.65216, 5.09352, 0.18530], [1.07528, 6.54388, 0.04415], [6.55345, -0.63940, -0.10202], [-0.66062, 4.70130, 0.44853], [4.34284, 0.57834, -0.02864], [-4.01560, -2.78299, -0.04045], [-5.53736, -2.60706, -0.91351], [1.57517, 6.72112, 2.16422], [5.75427, 2.45079, -1.45687], [3.99169, 2.70046, 0.08554], [6.28004, -1.24887, -0.96515], [1.13327, 6.45232, -2.13816], [-1.44777, 5.43106, 0.55998], [2.35733, 7.90913, 1.11848], [2.70284, 6.14456, -1.37790], [-4.80243, 1.84650, -1.20224], [-0.61712, 7.45330, 1.08504], [0.23591, 8.51857, -0.01948], [-5.76306, -0.09862, 1.80837], [2.05685, 7.77690, -1.42687], [6.08835, 1.06906, 2.02971], [5.94194, 2.56024, 1.08465], [-4.43259, 0.65251, -2.47882], [2.63304, 4.31983, -0.13625], [-4.41785, 1.02808, 1.65736], [5.82291, 0.89030, -2.29200], [-0.84612, 7.29634, -0.67172], [6.34195, -1.19926, 0.81088], [-4.12106, -0.68282, 2.07206], [4.23768, -1.57897, -0.12564], [2.94842, 6.25114, 1.14922], [7.26533, 1.54913, -1.51678], [-6.06378, 0.79279, -1.83956], [7.43079, 1.63151, 1.03314], [-1.98388, 3.03564, 0.75235], [7.63013, -0.48200, -0.14712], [1.79284, -1.65594, 0.07682], [-4.02623, -2.29488, -1.75886]],
  "forces_ev_per_a": [[0.18, 0.03, -0.18], [-0.37, -0.03, -0.01], [-0.23, 0.14, 0.20], [1.04, 0.04, -0.22], [0.14, -0.05, 0.12], [0.02, 0.03, 0.09], [-0.18, -0.03, 0.05], [-0.01, -0.01, 0.00], [-0.01, 0.00, -0.01], [-0.02, 0.06, 0.15], [-0.01, -0.01, -0.01], [0.01, -0.03, 0.00], [-0.01, 0.00, 0.01], [-0.01, -0.04, -0.08], [-0.01, -0.01, 0.01], [-0.01, -0.01, -0.02], [0.00, -0.01, 0.01], [0.00, -0.07, -0.14], [0.02, -0.01, 0.04], [-0.30, -0.04, -0.01], [-0.32, -0.07, 0.01], [0.02, 0.00, -0.01], [-0.01, 0.00, 0.02], [0.01, 0.02, 0.00], [-0.02, 0.01, -0.01], [0.02, 0.03, -0.02], [0.00, 0.00, 0.00], [0.02, 0.01, -0.01], [0.01, -0.01, 0.01], [0.01, 0.01, 0.00], [0.00, 0.00, 0.00], [0.00, 0.00, -0.02], [0.00, 0.00, 0.00], [0.00, 0.01, -0.01], [-0.01, -0.01, 0.00], [0.00, 0.00, 0.00], [0.00, -0.01, 0.00], [0.03, 0.00, 0.00], [-0.01, 0.00, -0.01], [0.00, 0.00, 0.01], [0.01, 0.00, 0.01], [0.00, 0.00, 0.00], [0.01, 0.00, 0.00], [-0.01, 0.00, 0.00], [0.00, 0.00, 0.00], [0.00, 0.00, 0.00], [0.01, 0.00, -0.01], [0.01, 0.00, 0.00], [0.00, 0.01, 0.00], [0.00, -0.01, 0.00], [0.00, 0.01, -0.01], [0.00, 0.00, 0.01], [0.00, 0.00, 0.01], [0.00, 0.00, 0.01], [0.00, 0.02, 0.01], [0.00, 0.00, 0.00], [0.00, 0.00, 0.01], [0.00, 0.00, 0.00], [0.00, 0.00, 0.00], [0.00, 0.00, 0.00]]
}

***

# 2
{
  "formula": "CH3BrI2Si",
  "method": "ωB97M-V/def2-TZVPD",
  "e_homo_ha": -0.35975,
  "e_above_lowest_kj_mol": 210.9,
  "species": ["I", "I", "Br", "Si", "C", "H", "H", "H"],
  "positions_angstrom": [[-2.21785, 2.17779, 0.68826], [2.22953, 0.98981, 1.44168], [0.83961, -1.89917, -1.19818], [0.22119, 0.89086, -0.10040], [-0.39770, -0.90269, 0.01215], [0.81985, 1.16786, -1.48630], [-0.04981, -1.45638, 0.90660], [-1.44482, -0.96806, -0.26381]],
  "forces_ev_per_a": [[2.19, -0.86, -0.68], [-1.10, 0.21, -0.62], [-0.53, 0.27, -0.29], [-0.31, -0.04, 0.62], [1.61, -0.19, 0.09], [-0.82, 0.19, 0.93], [-1.11, 0.92, -0.03], [0.07, -0.51, -0.03]]
}

***

# 3
{
  "formula": "C27H43BrN2OP2Pt",
  "method": "ωB97M-V/def2-TZVPD",
  "e_homo_ha": [-0.70427, -0.74079],
  "multiplicity": 5,
  "e_above_lowest_kj_mol": 0.0,
  "total_charge": 4,
  "species": ["Pt", "Br", "P", "P", "O", "N", "N", "C", "C", "C", "C", "C", "C", "C", "C", "C", "C", "C", "C", "C", "C", "C", "C", "C", "C", "C", "C", "C", "C", "C", "C", "C", "C", "C", "H", "H", "H", "H", "H", "H", "H", "H", "H", "H", "H", "H", "H", "H", "H", "H", "H", "H", "H", "H", "H", "H", "H", "H", "H", "H", "H", "H", "H", "H", "H", "H", "H", "H", "H", "H", "H", "H", "H", "H", "H", "H", "H"],
  "positions_angstrom": [[-0.30117, 0.25971, -0.22465], [6.24476, 4.43405, 0.40132], [-1.91722, -1.30199, -0.56954], [-1.04484, 2.16901, 0.82288], [0.34011, -0.81340, 2.03330], [1.72977, -2.01120, 3.34321], [-0.77635, -1.02341, -5.67432], [-0.52335, 0.74604, -4.08991], [-3.82618, -1.42452, -2.70456], [0.40998, -0.03428, -3.37059], [-0.44938, 3.55823, -0.21582], [-0.46113, 2.44271, 2.52794], [-3.07078, -0.50357, -1.75253], [4.78048, 3.31253, -0.06042], [0.79781, -1.28754, -3.89344], [2.85039, 2.05399, 0.62763], [-3.57039, 3.11560, 1.76110], [1.46552, 0.94293, -1.09371], [-4.25664, -2.25655, 0.72154], [-1.25270, -2.83580, -1.29560], [0.77780, 0.36048, -2.03853], [2.61836, 1.71142, -0.71627], [3.49616, 2.15156, -1.72777], [-0.43486, 3.89827, 2.98911], [-2.87112, 2.11597, 0.84555], [-2.17861, -4.05644, -1.30043], [-2.80804, -1.81802, 0.93584], [2.51313, -1.55235, 1.13219], [1.43748, -1.41069, 2.16544], [-1.09764, 0.19526, -5.23660], [3.92971, 2.87149, 0.96028], [4.58086, 2.96092, -1.40225], [0.16480, -1.73736, -5.05491], [-1.33029, 4.80256, -0.27935], [-2.73920, -0.98881, 1.65535], [2.61796, -2.47287, 3.45971], [-4.68923, -2.51239, 1.69623], [2.94782, -0.57349, 0.88531], [-1.42722, 4.36520, 2.95980], [0.54028, 1.99762, 2.59973], [3.30023, 1.84842, -2.75170], [5.26155, 3.31702, -2.16852], [-0.88149, 5.51950, -0.97678], [1.05468, -1.98259, 4.09081], [-2.20721, -2.63815, 1.35921], [-0.80483, 1.74447, -3.75077], [-3.11898, -3.87208, -1.83516], [2.18214, 1.66869, 1.39655], [-1.10184, 1.83426, 3.18300], [-0.34140, -3.05902, -0.71691], [-0.91562, -2.58889, -2.31380], [-4.87120, -1.45953, 0.28193], [-4.48584, -2.12657, -2.17842], [-1.41312, 5.30998, 0.68845], [-0.09220, 3.94598, 4.02934], [-3.35294, 4.15500, 1.49053], [0.25737, 4.50296, 2.39080], [-0.30788, 3.14931, -1.22687], [-4.46336, -0.80396, -3.34739], [-2.33210, 4.56874, -0.65436], [-1.85238, 0.76217, -5.80048], [2.12102, -2.03387, 0.22659], [4.09599, 3.15541, 1.99239], [3.30925, -2.18203, 1.54997], [-4.65474, 2.98458, 1.66938], [-3.21234, 2.24270, -0.19292], [-4.33181, -3.15213, 0.08938], [-3.76506, 0.10238, -1.14999], [-3.14487, 1.08640, 1.13198], [-2.40607, -4.40253, -0.28423], [-1.66979, -4.87726, -1.82022], [-3.31071, 2.95383, 2.81295], [-3.14598, -1.98131, -3.36249], [1.54689, -1.89804, -3.38911], [0.55926, 3.81453, 0.14125], [0.42379, -2.71762, -5.47948], [-2.46729, 0.21477, -2.33203]],
  "forces_ev_per_a": [[1.27, -0.17, 1.52], [-1.41, -1.11, -0.50], [-1.47, -1.36, -0.65], [-0.68, 1.09, 0.56], [0.35, 0.12, -0.88], [-0.35, 0.75, -1.37], [1.98, 1.58, 3.31], [0.48, -0.86, -0.03], [-0.31, -0.16, -0.26], [-0.61, -0.48, -0.55], [0.24, -0.14, -0.28], [0.14, -0.55, 0.25], [0.19, 0.48, 0.18], [1.66, 1.36, 0.54], [-0.62, 0.82, -0.10], [0.65, 0.55, 0.37], [-0.18, 0.34, 0.28], [-1.07, -1.35, -2.46], [-0.39, -0.09, -0.29], [0.62, 0.27, -0.13], [1.44, 1.34, 1.39], [0.31, 0.22, 0.23], [0.62, 0.45, 0.05], [-0.09, 0.45, 0.03], [-0.18, -0.34, -0.40], [-0.29, -0.26, -0.04], [0.55, 0.23, 0.57], [0.27, -0.08, -0.09], [-0.23, -0.62, 1.70], [-1.30, 0.57, -1.41], [-1.20, -0.82, 0.47], [-0.61, -0.62, -0.96], [0.09, -1.59, -1.22], [-0.14, 0.35, 0.02], [-0.08, -0.26, -0.08], [-0.17, -0.08, 0.29], [0.12, 0.10, -0.18], [-0.19, -0.32, 0.01], [0.31, -0.12, -0.02], [-0.25, 0.05, 0.06], [0.20, 0.18, 0.07], [-0.07, -0.05, 0.05], [-0.09, -0.15, 0.12], [0.07, -0.07, 0.18], [-0.06, 0.26, -0.06], [-0.10, -0.34, -0.30], [0.31, -0.06, 0.21], [0.21, 0.18, -0.13], [0.13, 0.05, -0.18], [-0.18, 0.00, -0.11], [-0.12, -0.06, 0.22], [0.11, -0.22, 0.15], [0.24, 0.19, -0.19], [-0.03, -0.18, -0.23], [-0.05, -0.10, -0.21], [-0.02, -0.28, 0.10], [-0.17, -0.08, 0.12], [-0.11, 0.10, 0.18], [0.10, -0.14, 0.14], [0.15, 0.08, 0.11], [0.28, -0.24, 0.10], [0.09, 0.19, 0.18], [0.10, 0.00, -0.06], [-0.12, 0.20, -0.43], [0.22, -0.04, 0.02], [0.15, 0.00, 0.15], [0.02, 0.34, 0.20], [0.17, -0.19, -0.13], [0.10, 0.32, -0.01], [0.07, 0.10, -0.29], [-0.07, 0.17, 0.17], [-0.06, 0.06, -0.21], [-0.17, 0.02, 0.21], [-0.26, -0.03, -0.35], [-0.19, -0.10, 0.03], [-0.10, 0.33, 0.06], [-0.17, -0.17, 0.18]]
}

***

# 4
{
  "formula": "C34H31F9IN5O5W",
  "method": "ωB97M-V/def2-TZVPD",
  "e_homo_ha": [-0.22444, -0.24131],
  "species": ["W", "I", "F", "F", "F", "F", "F", "F", "F", "F", "F", "O", "O", "O", "O", "O", "N", "N", "N", "N", "N", "C", "C", "C", "C", "C", "C", "C", "C", "C", "C", "C", "C", "C", "C", "C", "C", "C", "C", "C", "C", "C", "C", "C", "C", "C", "C", "C", "C", "C", "C", "C", "C", "C", "C", "H", "H", "H", "H", "H", "H", "H", "H", "H", "H", "H", "H", "H", "H", "H", "H", "H", "H", "H", "H", "H", "H", "H", "H", "H", "H", "H", "H", "H", "H", "H"],
  "positions_angstrom": [[1.42355, -0.31852, -0.22970], [1.50985, -4.55142, 7.34550], [2.41215, 3.49348, 0.20670], [2.82395, 4.44188, -2.30250], [5.41945, 3.06028, -2.44850], [4.49985, 3.80598, -0.16240], [4.74935, 1.18458, -3.23150], [3.84525, 1.93608, 0.68960], [3.06675, 2.96728, -3.83880], [5.52465, 1.28468, -1.24190], [1.32645, 2.92168, -2.61120], [1.40855, 1.17998, 0.94620], [2.64915, 1.04938, -1.40570], [0.54655, -1.34852, 1.14470], [2.42545, 1.57128, 2.91800], [2.70155, -0.97632, 1.20670], [0.24875, 1.05978, 2.87700], [-0.88395, 0.66178, 2.15610], [-4.67855, 3.31778, -0.30020], [-5.52805, 1.25498, -0.14360], [-0.43265, 0.41178, -0.73870], [-3.08105, 1.48578, -0.36590], [4.77865, 1.93738, -2.12810], [0.42495, -1.96422, -2.14750], [-7.96155, 1.90158, -0.04190], [-0.69855, 1.77388, -0.68610], [2.84835, -2.33302, 3.85320], [-1.93855, 2.31178, -0.53030], [1.45825, 1.27348, 2.25940], [4.14745, -1.53712, -1.65910], [1.66195, -2.07602, 3.12680], [0.43085, -2.54532, 3.65390], [3.53155, 2.88988, -0.18640], [-0.77485, -1.96782, -3.05310], [2.63915, 3.15518, -2.58820], [2.79875, -3.04492, 5.02460], [-6.03375, 3.40678, -0.22080], [-6.86825, 4.52288, -0.22750], [-4.38785, 2.03108, -0.26210], [3.34285, 2.19908, -1.57020], [1.61545, -1.20982, -2.42360], [-1.54735, -0.37242, -0.50130], [-8.22815, 4.30938, -0.14990], [0.70405, -2.89442, -1.11860], [1.78435, -0.43842, -3.71420], [0.39235, -3.24122, 4.83360], [1.66245, -1.43302, 1.87390], [2.07205, -2.75632, -0.75950], [2.86155, -3.71882, 0.08370], [-0.21955, -3.94862, -0.57250], [1.57615, -3.48882, 5.52080], [-6.59655, 2.10698, -0.12610], [-2.80925, 0.09788, -0.32130], [2.65305, -1.72772, -1.56410], [-8.76745, 3.02448, -0.05770], [3.43955, -4.37672, -0.56920], [4.40015, -0.90322, -2.50100], [-1.25345, -3.75742, -0.85110], [-1.11245, -0.95812, -3.28350], [-9.83995, 2.90918, -0.00540], [-1.59495, 1.39278, 2.15710], [-8.89845, 5.15638, -0.16250], [3.78285, -1.95922, 3.46770], [-1.27135, -0.19032, 2.55220], [4.62405, -2.50592, -1.81410], [-1.36725, -1.43882, -0.45390], [-0.50035, -2.45042, -3.99460], [-5.57785, 0.25298, -0.12440], [0.22425, 1.15088, 3.88700], [1.11505, 0.42258, -3.75310], [0.04735, -4.93242, -0.96200], [-6.45095, 5.51388, -0.30030], [4.55235, -1.10442, -0.73870], [-0.47355, -2.34602, 3.09610], [-0.15525, -3.98372, 0.51530], [-1.60055, -2.52822, -2.62050], [-8.38295, 0.90968, 0.02790], [3.55705, -3.20772, 0.74970], [2.20265, -4.34032, 0.68380], [0.16705, 2.41908, -0.78840], [2.80395, -0.08752, -3.83410], [-2.07935, 3.38068, -0.53840], [-3.60005, -0.61522, -0.14720], [3.70695, -3.26972, 5.55950], [-0.55005, -3.60192, 5.22000], [1.55555, -1.08822, -4.56330]],
  "forces_ev_per_a": [[1.19, -1.41, -5.71], [0.03, 0.25, -0.47], [-0.44, 0.25, 0.13], [0.05, 0.45, 0.10], [0.15, 0.42, -0.12], [0.27, 0.31, 0.07], [-0.05, -0.28, -0.29], [0.32, 0.47, 0.01], [0.09, -0.05, -0.36], [0.24, -0.15, 0.33], [-0.37, 0.12, 0.12], [-0.26, 0.46, 0.31], [0.49, 0.70, -0.59], [0.80, -1.52, 4.01], [0.02, -0.09, 0.01], [-0.76, -1.40, 3.25], [-0.59, -0.24, 0.07], [-0.30, 0.45, 0.65], [0.97, -0.49, -0.04], [0.46, 0.03, -0.06], [-3.16, 1.71, 0.21], [2.50, -0.83, -0.15], [-0.17, -0.24, -0.01], [0.57, -0.31, 0.21], [-0.29, -0.08, 0.02], [1.11, -1.31, -0.47], [-0.79, 0.51, -1.03], [-1.63, -0.30, 0.21], [0.00, 0.55, 0.89], [-0.42, 0.04, 0.10], [-0.10, -1.15, 2.53], [0.82, 0.59, -0.85], [0.16, -0.58, -0.09], [0.19, 0.21, 0.46], [-0.05, -0.20, 0.09], [-0.15, -0.33, 0.52], [-0.69, -0.68, 0.10], [0.00, -0.08, -0.02], [-1.67, 0.94, 0.11], [-0.31, -0.69, 0.46], [0.19, -0.38, -0.28], [1.47, 0.24, -0.55], [0.08, 0.27, -0.01], [-0.02, 0.30, -0.48], [-0.06, -0.03, 0.52], [0.01, -0.26, 0.47], [0.34, 0.89, -3.45], [0.03, 0.52, -0.39], [-0.33, 0.45, 0.08], [0.20, 0.50, -0.01], [0.04, -0.17, 0.22], [0.09, 0.79, 0.00], [-0.80, 1.13, -0.16], [0.26, -0.07, -0.51], [0.00, -0.25, -0.01], [0.01, 0.01, -0.02], [0.06, 0.06, 0.09], [-0.09, 0.00, 0.02], [-0.03, 0.04, -0.02], [-0.07, -0.04, 0.02], [0.20, -0.16, 0.14], [-0.04, 0.05, 0.01], [0.15, 0.04, -0.06], [0.10, 0.15, -0.12], [0.04, -0.09, -0.01], [0.05, 0.15, 0.05], [0.01, 0.03, 0.01], [0.05, 0.00, -0.02], [0.08, 0.03, -0.33], [0.06, 0.02, -0.02], [0.04, -0.02, 0.02], [0.05, 0.13, -0.01], [0.00, 0.01, -0.19], [-0.04, -0.06, 0.01], [-0.05, -0.04, 0.09], [-0.11, 0.01, -0.01], [-0.06, -0.08, 0.01], [0.02, 0.00, -0.08], [-0.05, -0.10, 0.12], [-0.17, -0.23, -0.01], [-0.02, 0.09, 0.07], [0.08, 0.12, -0.03], [-0.05, -0.16, -0.01], [0.10, 0.05, 0.09], [-0.01, 0.01, 0.05], [-0.04, -0.04, 0.03]]
}

***

Number 1: F_max 1.06 eV Å⁻¹. Number 2: F_max 2.45 eV Å⁻¹. Number 3: F_max 4.16 eV Å⁻¹. Number 4: F_max 6.00 eV Å⁻¹.